[1]
Molecular formula: C27H53Cl2F6N10O12S6
Method: DFT, ωB97M-V with the def2-TZVPD basis set

Bonds (Å) are listed after each position.
Geometry (Å):
1 H -2.9523 -6.2845 6.1386  C96 1.090
2 H -2.6945 -7.0477 7.6367  C96 1.090
3 C -4.7706 -3.4746 1.9438  H16 1.090, N47 1.505, H55 1.090, C95 1.584
4 N -3.8461 -2.7014 -6.2459  C54 1.294, C107 1.402, C116 1.374
5 C -3.2944 -1.3982 -0.6803  H18 1.080, N59 1.400, C73 1.400
6 N -1.6280 2.1738 -4.7812  S35 1.683, S36 1.528
7 N 5.2514 -2.5133 1.0037  S70 1.481, S76 1.689
8 C 1.0881 -4.6606 4.4953  N12 1.408, C41 1.427, H82 1.080
9 H 6.0707 7.4027 -0.3962  C85 1.090
10 O -1.9919 4.1611 -3.2962  S36 1.472
11 H -1.1094 -0.0146 -0.5474  C74 1.090
12 N 0.2600 -5.2176 3.5017  C8 1.408, C64 1.432, C80 1.407
13 N -0.1342 -6.3935 5.4064  C41 1.380, C80 1.421, C83 1.498
14 H -5.6491 -1.6855 -6.0435  C107 1.090
15 H 4.3341 9.2025 0.5843  C39 1.090
16 H -4.0120 -4.1689 2.3052  C3 1.090
17 H 1.5778 9.3364 -0.1901  C34 1.090
18 H -2.9922 -0.9746 -1.6267  C5 1.080
19 F 5.3965 -0.2726 0.3438  S76 1.586
20 H -0.7147 -4.8339 1.7174  C64 1.090
21 S -1.8684 0.5502 6.9761  N23 1.696, F45 1.659, O48 1.452, S90 2.368, O97 1.432
22 H 6.0747 3.2615 -2.8434  C110 1.090
23 N -1.9495 1.2892 5.4521  S21 1.696, S90 1.532
24 H 7.6647 3.6911 -3.3302  C110 1.090
25 Cl -4.5760 -9.1715 3.2716  no bonds
26 H -5.9744 -1.8394 2.7813  C95 1.090
27 H 2.4934 5.4782 0.2671  C50 1.090
28 H 5.0020 7.2190 -1.8627  C85 1.090
29 H -0.9983 -6.9935 3.3861  C80 1.080
30 H -4.2801 -0.8223 -6.7498  C107 1.090
31 H -4.9094 -2.9632 -0.8507  C73 1.080
32 H 6.1515 5.7048 -3.0273  C43 1.090
33 H -2.7269 -1.3595 2.5124  C51 1.080
34 C 2.1730 8.6746 0.4392  H17 1.090, C39 1.543, H56 1.090, C71 1.527
35 S -0.0204 2.5956 -5.0476  N6 1.683, S36 2.363, F42 1.598, O49 1.467, O112 1.474
36 S -2.1159 3.6171 -4.6584  N6 1.528, O10 1.472, S35 2.363, F87 1.659, O89 1.390
37 O -2.2225 3.3535 6.9760  S90 1.452
38 O 6.3855 -1.5372 -1.3531  S76 1.490
39 C 3.6439 8.6157 -0.0217  H15 1.090, C34 1.543, N62 1.529, H72 1.090
40 H -0.4766 -4.4351 -4.3192  C103 1.090
41 C 0.7903 -5.4049 5.6754  C8 1.427, N13 1.380, H104 1.080
42 F 0.6677 1.1563 -5.1406  S35 1.598
43 C 6.5735 5.2223 -2.1457  H32 1.090, C63 1.554, H77 1.090, C110 1.565
44 H 4.6331 4.9401 -1.0749  C63 1.090
45 F -1.5083 -0.9787 6.4422  S21 1.659
46 H -2.0255 -1.4796 -6.3678  C116 1.080
47 N -4.0610 -2.4335 1.1216  C3 1.505, C51 1.359, C73 1.420
48 O -0.6374 0.8546 7.6839  S21 1.452
49 O 0.7561 3.0451 -3.8865  S35 1.467
50 C 2.6704 6.4071 -0.2751  H27 1.090, N62 1.584, C71 1.501, H91 1.090
51 C -3.1402 -1.5209 1.5277  H33 1.080, N47 1.359, N59 1.320
52 H -4.7963 -2.5828 3.8757  C95 1.090
53 H 5.4414 7.3726 1.8177  C108 1.090
54 C -4.0714 -3.9020 -5.8186  N4 1.294, H94 1.080, C115 1.418
55 H -5.4923 -4.0118 1.3283  C3 1.090
56 H 2.0545 9.0889 1.4404  C34 1.090
57 H -4.9587 -2.6591 -8.6570  C93 1.090
58 H -2.0063 -5.4383 7.1470  C96 1.090
59 N -2.6660 -0.8961 0.4656  C5 1.400, C51 1.320, C74 1.465
60 H -0.4811 -2.6149 -4.2364  C103 1.090
61 H 6.0762 4.9231 -0.0788  C63 1.090
62 N 4.0102 7.1406 0.1454  C39 1.529, C50 1.584, C85 1.604, C108 1.573
63 C 5.6106 5.4030 -0.9396  C43 1.554, H44 1.090, H61 1.090, C85 1.521
64 C 0.3017 -4.9082 2.1042  N12 1.432, H20 1.090, H105 1.090, H113 1.090
65 H -0.3222 -7.1361 7.3932  C83 1.090
66 O -4.2263 2.3998 5.7385  S90 1.474
67 H 7.3290 3.1997 -1.6090  C110 1.090
68 H -0.6966 -0.4283 1.0690  C74 1.090
69 H -6.5021 -2.5768 -7.7248  C93 1.090
70 S 6.4913 -3.3081 0.8507  N7 1.481, O75 1.489, S76 2.468, F88 1.631, O106 1.467
71 C 1.5763 7.2802 0.2653  C34 1.527, C50 1.501, H79 1.090, H101 1.090
72 H 3.7333 8.8561 -1.0811  C39 1.090
73 C -4.2921 -2.2917 -0.2723  C5 1.400, H31 1.080, N47 1.420
74 C -1.5028 -0.0060 0.4691  H11 1.090, N59 1.465, H68 1.090, H78 1.090
75 O 7.7684 -2.5898 1.1145  S70 1.489
76 S 5.2117 -1.6386 -0.4403  N7 1.689, F19 1.586, O38 1.490, S70 2.468, O92 1.451
77 H 7.5271 5.7503 -2.1435  C43 1.090
78 H -1.8224 0.9140 0.9586  C74 1.090
79 H 0.7371 7.2479 -0.4297  C71 1.090
80 C -0.3747 -6.3669 4.0064  N12 1.407, N13 1.421, H29 1.080
81 H -6.3438 -3.4596 3.4874  C95 1.090
82 H 1.8345 -3.9102 4.2805  C8 1.080
83 C -0.8702 -7.1749 6.4518  N13 1.498, H65 1.090, C96 1.530, H114 1.090
84 H 0.0863 -3.3736 -5.7037  C103 1.090
85 C 5.2353 6.8742 -0.8554  H9 1.090, H28 1.090, N62 1.604, C63 1.521
86 H 4.6556 5.8465 1.6022  C108 1.090
87 F -3.7456 3.3436 -4.8007  S36 1.659
88 F 6.3085 -4.1550 2.2326  S70 1.631
89 O -2.0270 4.5537 -5.6820  S36 1.390
90 S -2.7697 2.4841 5.9494  S21 2.368, N23 1.532, O37 1.452, O66 1.474, F100 1.637
91 H 2.5546 6.3862 -1.3587  C50 1.090
92 O 3.8880 -1.5933 -1.0324  S76 1.451
93 C -5.5848 -2.0559 -7.9994  H57 1.090, H69 1.090, H99 1.090, C107 1.533
94 H -5.0184 -4.4009 -5.9628  C54 1.080
95 C -5.5640 -2.7873 3.1294  C3 1.584, H26 1.090, H52 1.090, H81 1.090
96 C -2.1678 -6.4800 6.8696  H1 1.090, H2 1.090, H58 1.090, C83 1.530
97 O -3.0415 0.2405 7.7366  S21 1.432
98 H -2.6504 -5.2678 -4.6472  C115 1.080
99 H -5.8189 -1.0952 -8.4580  C93 1.090
100 F -2.2667 3.2508 4.5936  S90 1.637
101 H 1.1038 6.8752 1.1602  C71 1.090
102 N -1.8939 -3.4157 -5.4390  C103 1.421, C115 1.397, C116 1.356
103 C -0.5971 -3.4986 -4.8638  H40 1.090, H60 1.090, H84 1.090, N102 1.421
104 H 1.0609 -5.3022 6.7159  C41 1.080
105 H 0.9419 -5.6613 1.6450  C64 1.090
106 O 6.4253 -4.4516 -0.0667  S70 1.467
107 C -4.7956 -1.7820 -6.7146  N4 1.402, H14 1.090, H30 1.090, C93 1.533
108 C 4.4671 6.9196 1.6344  H53 1.090, N62 1.573, H86 1.090, H109 1.090
109 H 3.7922 7.3763 2.3584  C108 1.090
110 C 6.9807 3.7492 -2.4836  H22 1.090, H24 1.090, C43 1.565, H67 1.090
111 Cl -8.7868 -3.9057 -3.8085  no bonds
112 O 0.2834 3.2143 -6.3506  S35 1.474
113 H 0.7145 -3.9169 1.9171  C64 1.090
114 H -1.0393 -8.2246 6.2117  C83 1.090
115 C -2.8755 -4.3873 -5.2308  C54 1.418, H98 1.080, N102 1.397
116 C -2.5113 -2.4071 -6.1030  N4 1.374, H46 1.080, N102 1.356

Its charge is -1. The calculation puts the relative energy (zero: lowest compared OMol25 entry of this formula, charge and spin) at 248.2 kcal/mol. As for the HOMO energy: -4.92 eV.

[2]
Molecular formula: C27H53N2O15Si
Method: DFT, ωB97M-V with the def2-TZVPD basis set

Bonds (Å) are listed after each position.
Geometry (Å):
1 C 2.6544 1.1131 -0.0675  C7 1.641, H11 1.164, H13 1.161, H92 1.144
2 H -9.5677 1.3925 0.8345  C6 1.091
3 C 4.4109 -3.3973 -1.5354  H17 1.157, H28 1.162, H57 1.156, Si60 1.916
4 H 1.2264 -0.9657 -0.6993  C14 1.152
5 H -0.6140 1.6277 -0.3198  C77 1.159
6 C -8.9938 1.1659 1.7344  H2 1.091, H32 1.093, O61 1.427, H63 1.093
7 C 1.5016 1.2830 -1.2231  C1 1.641, C14 1.610, N65 1.489, C77 1.640
8 H -4.2205 2.9795 3.3084  C54 1.091
9 C -4.3722 -0.0570 -1.2868  H21 1.093, H51 1.093, H52 1.091, O93 1.427
10 H 0.5059 5.6508 5.5365  C76 1.093
11 H 2.0907 0.7189 0.8716  C1 1.164
12 H 0.5631 -2.4139 -4.3651  C87 1.165
13 H 3.4053 0.2686 -0.3357  C1 1.161
14 C 0.9661 -0.2047 -1.5245  H4 1.152, C7 1.610, C49 1.640, H67 1.164
15 H -2.7338 5.0297 0.7849  C81 1.091
16 H -0.2895 0.4734 -3.9168  C23 1.166
17 H 4.8070 -2.6049 -2.2794  C3 1.157
18 H -5.6020 3.1064 2.2069  C54 1.093
19 C 0.2333 2.9873 -3.8169  H20 1.164, H34 1.154, H38 1.145, C96 1.634
20 H 0.7254 4.0002 -3.5241  C19 1.164
21 H -4.8390 -0.9587 -0.8835  C9 1.093
22 C -9.0015 -0.3340 3.5140  O47 1.209, O61 1.344, O68 1.346
23 C 0.8691 0.4197 -4.0338  H16 1.166, C49 1.621, H70 1.163, C96 1.612
24 H 3.1700 -7.1890 -2.1177  C55 1.160
25 O -5.8843 0.9554 0.6547  C72 1.208
26 O 5.9212 -1.1420 2.8519  C35 1.427, C37 1.345
27 C 5.0447 -3.2218 5.5108  H31 1.091, H39 1.093, O50 1.426, H62 1.093
28 H 5.3575 -3.8148 -1.0071  C3 1.162
29 H 0.9627 7.3436 5.2854  C76 1.091
30 O 2.0309 -4.1923 -3.3317  Si60 1.737, C86 1.450
31 H 5.1619 -2.9898 6.5704  C27 1.091
32 H -9.0084 2.0456 2.3829  C6 1.093
33 O 3.2999 -1.9287 -5.5005  C97 1.261
34 H -0.0085 3.0546 -4.9436  C19 1.154
35 C 5.8918 -1.1625 1.4258  O26 1.427, H42 1.091, H74 1.093, H83 1.093
36 C -9.1408 -1.9016 5.2296  H44 1.093, H45 1.093, O68 1.426, H79 1.091
37 C 5.4392 -2.2570 3.4293  O26 1.345, O50 1.346, O59 1.208
38 H -0.6774 2.7650 -3.1601  C19 1.145
39 H 5.6302 -4.1167 5.2864  C27 1.093
40 H 5.7820 -4.9951 -3.6597  C89 1.158
41 H 2.3596 -6.1477 -0.7162  C55 1.147
42 H 6.3024 -0.2170 1.0684  C35 1.091
43 H 1.8826 2.3961 -5.7895  C73 1.157
44 H -8.1239 -2.2693 5.0726  C36 1.093
45 H -9.1609 -1.1439 6.0166  C36 1.093
46 O -0.2323 6.5665 3.8203  C75 1.345, C76 1.427
47 O -8.0146 0.1699 3.9976  C22 1.209
48 H -5.3461 1.6175 3.1823  C54 1.093
49 C 1.3408 -0.7562 -3.0226  C14 1.640, C23 1.621, C87 1.639, N98 1.500
50 O 5.5247 -2.1058 4.7636  C27 1.426, C37 1.346
51 H -5.0948 0.5298 -1.8590  C9 1.093
52 H -3.5643 -0.3568 -1.9563  C9 1.091
53 H 1.7354 6.0904 4.3004  C76 1.093
54 C -4.8599 2.4207 2.6232  H8 1.091, H18 1.093, H48 1.093, O88 1.428
55 C 3.2563 -6.2652 -1.4211  H24 1.160, H41 1.147, Si60 1.919, H78 1.161
56 H 0.1785 3.2040 -1.0700  C77 1.145
57 H 3.7239 -2.8247 -0.8027  C3 1.156
58 H -2.3481 3.8659 2.0622  C81 1.092
59 O 5.0051 -3.2253 2.8510  C37 1.208
60 Si 3.4857 -4.7318 -2.5516  C3 1.916, O30 1.737, C55 1.919, C89 1.948
61 O -9.6123 0.0537 2.3809  C6 1.427, C22 1.344
62 H 3.9843 -3.3929 5.3100  C27 1.093
63 H -7.9711 0.9200 1.4384  C6 1.093
64 H 0.7313 2.5290 0.5505  C77 1.164
65 N 2.1658 1.9763 -2.3616  C7 1.489, O95 1.314, C96 1.489
66 O -0.0169 4.3725 3.2540  C75 1.208
67 H -0.1966 -0.1409 -1.5292  C14 1.164
68 O -9.6809 -1.3816 4.0164  C22 1.346, C36 1.426
69 H 0.2851 -4.0985 -2.1736  C86 1.166
70 H 1.0301 0.1517 -5.1544  C23 1.163
71 O -1.5170 5.7633 2.2565  C75 1.345, C81 1.427
72 C -4.6953 1.1679 0.6671  O25 1.208, O88 1.344, O93 1.346
73 C 2.5065 2.2739 -4.8226  H43 1.157, H90 1.152, H91 1.144, C96 1.641
74 H 6.5111 -1.9753 1.0389  C35 1.093
75 C -0.5355 5.4562 3.1237  O46 1.345, O66 1.208, O71 1.345
76 C 0.8025 6.3871 4.7857  H10 1.093, H29 1.091, O46 1.427, H53 1.093
77 C 0.3622 2.2229 -0.5100  H5 1.159, C7 1.640, H56 1.145, H64 1.164
78 H 4.2297 -6.3549 -0.7945  C55 1.161
79 H -9.7660 -2.7395 5.5416  C36 1.091
80 H 4.5305 -6.3278 -4.2720  C89 1.144
81 C -1.9425 4.6702 1.4445  H15 1.091, H58 1.092, O71 1.427, H94 1.093
82 H 1.6543 -3.0864 -1.4688  C86 1.147
83 H 4.8652 -1.2518 1.0624  C35 1.093
84 H 4.4699 -4.4915 -4.8561  C89 1.160
85 H -0.6114 -2.0342 -2.9276  C87 1.146
86 C 1.1775 -3.4061 -2.4614  O30 1.450, H69 1.166, H82 1.147, C87 1.638
87 C 0.4868 -2.1387 -3.2361  H12 1.165, C49 1.639, H85 1.146, C86 1.638
88 O -4.0319 1.8862 1.5895  C54 1.428, C72 1.344
89 C 4.6982 -5.2310 -3.9922  H40 1.158, Si60 1.948, H80 1.144, H84 1.160
90 H 3.0398 3.2672 -4.5843  C73 1.152
91 H 3.2437 1.4209 -5.0161  C73 1.144
92 H 3.1791 2.0986 0.1823  C1 1.144
93 O -3.8035 0.7272 -0.2393  C9 1.427, C72 1.346
94 H -1.1185 4.3054 0.8266  C81 1.093
95 O 3.4506 1.7211 -2.4646  N65 1.314
96 C 1.4264 1.8828 -3.6504  C19 1.634, C23 1.612, N65 1.489, C73 1.641
97 C 3.1337 -1.4254 -4.3560  O33 1.261, N98 1.297
98 N 2.7854 -1.1413 -3.1394  C49 1.500, C97 1.297

Its charge is 0. The expectation value of S² is 0.754. As for the HOMO energy (alpha / beta): -8.75 / -9.66 eV. As for the spin multiplicity: 2.

Q: charge of number 2 (C27H53N2O15Si)?
A: 0

Q: Which of these has the highest charge?
A: C27H53N2O15Si